{
  "formula": "C68H168N12O17",
  "method": "ωB97M-V with the def2-TZVPD basis set",
  "elements": ["C", "C", "C", "O", "C", "N", "H", "H", "H", "H", "H", "H", "H", "H", "H", "H", "H", "C", "C", "C", "O", "C", "N", "H", "H", "H", "H", "H", "H", "H", "H", "H", "H", "H", "C", "C", "C", "O", "C", "N", "H", "H", "H", "H", "H", "H", "H", "H", "H", "H", "H", "C", "C", "C", "O", "C", "N", "H", "H", "H", "H", "H", "H", "H", "H", "H", "H", "H", "C", "C", "C", "O", "C", "N", "H", "H", "H", "H", "H", "H", "H", "H", "H", "H", "H", "C", "O", "C", "C", "N", "C", "C", "O", "C", "H", "H", "H", "H", "H", "H", "H", "H", "H", "H", "H", "H", "H", "H", "H", "C", "O", "C", "C", "N", "C", "C", "O", "C", "H", "H", "H", "H", "H", "H", "H", "H", "H", "H", "H", "H", "H", "H", "H", "C", "O", "C", "C", "N", "C", "C", "O", "C", "H", "H", "H", "H", "H", "H", "H", "H", "H", "H", "H", "H", "H", "H", "H", "C", "O", "C", "C", "N", "C", "C", "O", "C", "H", "H", "H", "H", "H", "H", "H", "H", "H", "H", "H", "H", "H", "H", "H", "C", "O", "C", "C", "N", "C", "C", "O", "C", "H", "H", "H", "H", "H", "H", "H", "H", "H", "H", "H", "H", "H", "H", "H", "C", "C", "C", "C", "C", "C", "N", "O", "C", "C", "C", "H", "H", "H", "H", "H", "H", "H", "H", "H", "H", "H", "H", "H", "H", "H", "H", "H", "H", "H", "C", "C", "C", "C", "C", "C", "N", "O", "C", "C", "C", "H", "H", "H", "H", "H", "H", "H", "H", "H", "H", "H", "H", "H", "H", "H", "H", "H", "H", "H"],
  "positions_angstrom": [[-0.0070, 5.1698, -1.1686], [0.5392, 6.5489, -1.5217], [2.0273, 6.5131, -1.7818], [2.7788, 5.9131, -0.7381], [4.1521, 5.9617, -0.9910], [-0.1596, 7.0013, -2.7529], [0.3844, 4.4889, -1.9312], [-1.0730, 5.1310, -0.9722], [0.5109, 4.8367, -0.2610], [0.3238, 7.1914, -0.6528], [2.4313, 7.4783, -2.1067], [2.1550, 5.7938, -2.6148], [4.4873, 6.8827, -1.4849], [4.4583, 5.1841, -1.7200], [4.7191, 5.7452, -0.0894], [-1.0819, 7.2954, -2.4298], [0.2551, 7.8871, -3.0565], [6.0306, 0.4227, 2.0564], [7.0054, -0.6299, 1.5739], [6.3340, -1.5558, 0.5704], [7.2232, -2.5640, 0.1991], [6.5705, -3.5425, -0.5770], [8.1472, 0.0650, 0.9235], [5.8097, 1.1274, 1.2495], [6.4814, 1.0556, 2.8237], [5.1144, 0.0003, 2.4575], [7.4548, -1.2291, 2.3685], [5.9604, -0.9910, -0.2972], [5.4328, -1.9690, 1.0532], [5.6351, -3.8574, -0.1016], [7.2693, -4.3664, -0.6826], [6.2982, -3.1583, -1.5680], [7.8070, 0.8236, 0.3395], [8.5859, -0.6066, 0.2968], [-3.7399, -4.6281, 2.7189], [-3.4596, -3.6823, 1.5557], [-4.7299, -3.2302, 0.8648], [-5.3974, -4.3321, 0.2917], [-6.3090, -3.9619, -0.7186], [-2.7316, -2.5078, 2.0739], [-4.3096, -4.1109, 3.4938], [-2.8575, -5.1491, 3.0913], [-4.3727, -5.4499, 2.3596], [-2.7857, -4.2220, 0.8831], [-4.5120, -2.4369, 0.1271], [-5.3895, -2.6837, 1.5677], [-7.0390, -3.2218, -0.3716], [-6.7878, -4.8750, -1.0654], [-5.7593, -3.5233, -1.5642], [-3.2242, -2.1764, 2.9140], [-2.7732, -1.7219, 1.4233], [3.6921, -2.5450, -5.6450], [4.9981, -1.9119, -6.1178], [6.0726, -1.8788, -5.0345], [5.5846, -1.5359, -3.7525], [5.1818, -0.1881, -3.6930], [5.4437, -2.7027, -7.3016], [2.8506, -2.4724, -6.3315], [3.3900, -2.1547, -4.6658], [3.8499, -3.6025, -5.4064], [4.7550, -0.8626, -6.3514], [6.8828, -1.2007, -5.3398], [6.5034, -2.8790, -4.9388], [4.3137, 0.0355, -4.3277], [5.9774, 0.4826, -4.0486], [4.8974, 0.0857, -2.6769], [4.7199, -2.5553, -8.0034], [6.2606, -2.2069, -7.6754], [-5.1720, 1.5817, 0.9789], [-3.6835, 1.4858, 1.3287], [-3.4895, 1.2242, 2.8119], [-3.9848, 2.3239, 3.5461], [-3.5363, 2.3554, 4.8642], [-3.0222, 0.3677, 0.6062], [-5.6871, 0.8167, 1.5684], [-5.4092, 1.5536, -0.0800], [-5.5146, 2.5284, 1.4040], [-3.2336, 2.4695, 1.1392], [-2.4000, 1.1481, 2.9873], [-3.8894, 0.2483, 3.1203], [-3.8485, 1.4509, 5.4011], [-3.9942, 3.2140, 5.3476], [-2.4437, 2.4240, 4.9303], [-3.6729, 0.2585, -0.1840], [-2.1486, 0.6165, 0.1471], [0.4601, 2.2362, 4.9816], [1.8200, 1.9186, 5.0393], [2.0877, 0.5526, 5.0066], [3.5777, 0.3097, 4.8686], [4.2930, 0.8332, 6.0206], [5.7329, 0.7629, 5.9461], [6.3313, 0.9651, 7.3251], [5.9107, 2.1890, 7.8637], [5.5108, 2.1625, 9.1962], [-0.1724, 1.5832, 5.6010], [0.1398, 2.1540, 3.9338], [0.2122, 3.2294, 5.3584], [1.6453, 0.0936, 4.0996], [1.7190, -0.0878, 5.8222], [3.8955, 0.7409, 3.9061], [3.7578, -0.7692, 4.8032], [3.9470, 1.7745, 6.1666], [6.1564, 1.4502, 5.1916], [6.0777, -0.2098, 5.5719], [7.4312, 0.9363, 7.2451], [6.1052, 0.0671, 7.9139], [6.3687, 1.9610, 9.8514], [4.7442, 1.4207, 9.4390], [5.1334, 3.1516, 9.4430], [-1.5497, 4.9106, 1.9059], [-1.1743, 6.2551, 2.0619], [0.0442, 6.4261, 2.7560], [0.2089, 7.9158, 2.8949], [-0.8096, 8.4648, 3.7925], [-0.5381, 9.8478, 4.1582], [-1.7616, 10.4882, 4.7668], [-1.5584, 11.8935, 4.7889], [-2.6061, 12.5555, 5.4356], [-0.7680, 4.3219, 1.4168], [-2.4809, 4.8338, 1.3486], [-1.7432, 4.4721, 2.8962], [0.9047, 5.9685, 2.2474], [-0.0115, 5.9441, 3.7403], [0.1634, 8.4484, 1.9322], [1.1890, 8.1468, 3.3279], [-1.6952, 8.3681, 3.3105], [-0.3845, 10.4008, 3.2098], [0.3711, 9.9466, 4.7448], [-1.8973, 10.1074, 5.7931], [-2.7059, 10.2572, 4.2539], [-3.6119, 12.2447, 5.1427], [-2.4359, 13.6175, 5.2481], [-2.5514, 12.4924, 6.5336], [-5.6069, 3.2718, -3.2172], [-5.6417, 2.0628, -2.5005], [-6.2223, 0.9845, -3.2061], [-5.8932, -0.2852, -2.4414], [-4.4606, -0.3768, -2.1073], [-3.7082, -0.7846, -3.3249], [-3.7032, -2.2634, -3.6487], [-5.0119, -2.6203, -4.0664], [-5.2704, -3.9761, -4.3055], [-6.5635, 3.6246, -3.6166], [-4.8585, 3.1958, -4.0208], [-5.2312, 4.0484, -2.5469], [-5.7977, 0.9719, -4.2191], [-7.3076, 1.1079, -3.2949], [-6.2774, -1.1629, -2.9567], [-6.5026, -0.3071, -1.5289], [-4.2245, 0.6155, -2.0282], [-2.6606, -0.5361, -3.1109], [-4.0235, -0.1959, -4.1917], [-3.3969, -2.8749, -2.7881], [-2.9778, -2.4107, -4.4635], [-6.3487, -4.1210, -4.2797], [-4.8425, -4.6119, -3.5198], [-4.8920, -4.3399, -5.2682], [2.9529, -4.8481, 3.2596], [2.4194, -3.6418, 3.7348], [1.0952, -3.7779, 4.1536], [0.5031, -2.4062, 4.3752], [-0.8519, -2.5812, 4.9205], [-1.3626, -1.2803, 5.3248], [-2.7935, -1.2940, 5.8088], [-3.7648, -1.6601, 4.8546], [-5.0725, -1.6785, 5.3916], [2.3785, -5.1881, 2.3910], [2.8872, -5.6726, 3.9885], [4.0047, -4.7582, 2.9959], [0.9923, -4.3816, 5.0640], [0.4559, -4.2848, 3.4171], [0.3790, -1.9078, 3.4027], [1.1391, -1.8230, 5.0399], [-1.4260, -2.8855, 4.1315], [-1.2446, -0.4924, 4.5592], [-0.7957, -1.0106, 6.2230], [-3.0087, -0.2972, 6.2298], [-2.8553, -1.9790, 6.6710], [-5.1543, -2.4941, 6.1227], [-5.8088, -1.8401, 4.6047], [-5.3123, -0.7101, 5.8539], [-4.0121, 2.3714, -6.7750], [-3.0458, 1.8639, -5.8875], [-1.9799, 2.7399, -5.5898], [-1.1679, 2.1284, -4.4398], [-0.3242, 1.0593, -4.9405], [0.8789, 1.3398, -5.6854], [1.8420, 2.0647, -4.7793], [3.0758, 2.2598, -5.4504], [4.0394, 2.7976, -4.6008], [-4.5575, 3.2024, -6.3125], [-4.7468, 1.5638, -6.8216], [-3.6589, 2.6215, -7.7752], [-2.3329, 3.7549, -5.3272], [-1.3619, 2.9432, -6.4799], [-1.9563, 1.7085, -3.8114], [-0.7050, 2.9506, -3.9001], [-0.8758, 0.3541, -5.4040], [0.7055, 1.8657, -6.6322], [1.3367, 0.3827, -5.9387], [2.0192, 1.4594, -3.8772], [1.4898, 3.0526, -4.4418], [4.1761, 2.3457, -3.6065], [3.8037, 3.8453, -4.3423], [5.0115, 2.7758, -5.0882], [0.6878, 1.3859, 0.7647], [1.7611, 0.8918, -0.2267], [2.8763, 0.1582, 0.5321], [2.5403, -1.2797, 0.9079], [2.1849, -1.9877, -0.3871], [0.9541, -1.4067, -1.0898], [1.2501, 0.0266, -1.2910], [0.1931, 0.7154, -2.0027], [0.8297, -2.0390, -2.4682], [-0.3016, -1.7121, -0.2750], [2.4398, 2.0926, -0.8818], [-0.0307, 1.9694, 0.1864], [1.1588, 1.9463, 1.5767], [0.1833, 0.5719, 1.2945], [3.7403, 0.1364, -0.1494], [3.1403, 0.7783, 1.3937], [1.6583, -1.1999, 1.5564], [3.3415, -1.7561, 1.4683], [1.9090, -3.0184, -0.1221], [3.0782, -1.9917, -1.0204], [1.7824, -2.0001, -3.0043], [0.5282, -3.0879, -2.4096], [0.0913, -1.5472, -3.1071], [-0.2791, -1.4557, 0.7805], [-1.0833, -1.0094, -0.6063], [-0.7299, -2.6758, -0.5379], [1.7565, 2.6933, -1.4910], [3.1434, 1.6517, -1.5957], [2.9341, 2.8349, -0.2544], [0.4803, 0.6697, -2.9255], [0.4485, -7.0052, -2.0045], [-1.0381, -7.0543, -1.6420], [-1.7324, -5.8016, -2.1818], [-2.0977, -5.8416, -3.6586], [-2.8491, -7.1266, -4.0035], [-2.1585, -8.3927, -3.5330], [-1.7032, -8.2512, -2.1582], [-1.1096, -9.4259, -1.6312], [-3.1892, -9.5169, -3.5959], [-1.0238, -8.7745, -4.5045], [-1.2432, -7.0161, -0.1325], [0.5372, -7.0178, -3.0916], [0.9895, -6.1640, -1.5798], [0.9171, -7.9370, -1.6755], [-2.6356, -5.5273, -1.6298], [-1.0029, -4.9891, -2.1157], [-2.7001, -4.9874, -3.9633], [-1.1944, -5.7995, -4.2798], [-2.9146, -7.1211, -5.0995], [-3.9003, -7.0721, -3.7023], [-3.5066, -9.6896, -4.6246], [-4.0612, -9.3609, -2.9565], [-2.7707, -10.4714, -3.2576], [-1.4689, -9.1848, -5.4114], [-0.3952, -9.5516, -4.0650], [-0.3701, -7.9371, -4.7480], [-2.2910, -7.0754, 0.1651], [-0.6936, -7.8342, 0.3397], [-0.8603, -6.0710, 0.2628], [-1.7965, -9.7921, -1.0616]],
  "forces_ev_per_a": [[1.7, -0.2, 0.4], [-0.8, 0.0, 0.6], [0.3, -1.7, -1.0], [-0.5, 1.0, 0.7], [0.7, -0.8, -1.0], [0.2, 0.7, 0.6], [-0.8, -0.2, -0.2], [-0.1, 0.0, -0.4], [-0.2, 0.1, 0.0], [0.2, 0.2, -0.2], [0.0, 0.1, 0.3], [-0.1, 0.5, -0.4], [-0.2, 0.3, 0.5], [-0.3, 0.0, 0.1], [-0.2, 0.3, 0.2], [0.0, -0.3, -0.3], [0.0, -0.3, -0.1], [0.4, 0.4, 0.4], [0.6, 0.7, -1.3], [-0.7, 0.3, 0.9], [-0.1, -0.1, 0.0], [0.0, 0.1, -0.3], [0.0, -0.3, 0.1], [-0.3, -0.3, -0.2], [0.1, -0.2, 0.1], [-0.1, -0.1, -0.1], [-0.4, 0.0, 0.2], [0.2, 0.1, -0.1], [0.1, -0.3, -0.1], [0.1, -0.2, 0.1], [-0.1, -0.2, 0.0], [0.1, 0.1, 0.0], [-0.1, -0.1, 0.0], [0.1, 0.2, 0.1], [-0.7, -0.7, -0.7], [0.6, 0.3, 0.8], [-0.2, 0.5, -0.2], [-0.1, 0.0, 0.0], [0.6, 0.1, -0.2], [-0.3, 0.0, 0.4], [0.3, 0.0, 0.2], [0.2, 0.5, 0.2], [-0.1, 0.2, 0.0], [-0.3, 0.2, -0.4], [0.2, -0.4, -0.3], [0.1, -0.4, 0.2], [-0.1, -0.1, 0.1], [-0.2, 0.1, 0.1], [-0.1, 0.1, 0.0], [0.2, -0.1, -0.4], [0.1, -0.1, 0.0], [0.2, -0.5, 1.4], [-1.1, -0.1, -0.3], [0.1, -0.8, -0.1], [0.0, 0.3, 0.0], [-0.2, 0.5, -0.3], [0.4, 1.3, 0.4], [0.2, 0.2, -0.2], [-0.1, 0.4, -0.3], [0.1, -0.1, -0.4], [0.2, -0.1, -0.3], [0.0, 0.1, 0.1], [0.0, 0.0, 0.0], [0.0, -0.2, 0.0], [0.1, -0.1, 0.2], [0.2, -0.3, 0.1], [0.1, -0.2, 0.0], [-0.2, -0.4, -0.1], [0.3, 0.3, 1.3], [0.3, -0.1, 0.1], [1.0, 0.3, 0.0], [-0.3, 0.0, -0.4], [-0.2, -0.3, 0.4], [-1.3, 0.6, -0.9], [-0.2, -0.2, -0.5], [0.1, -0.1, -0.1], [-0.2, 0.0, -0.2], [0.2, -0.2, -0.2], [-0.1, 0.0, 0.0], [-0.4, 0.2, 0.0], [0.0, 0.0, 0.1], [0.1, 0.1, 0.0], [0.1, 0.1, -0.1], [0.7, -0.8, 0.3], [0.1, 0.3, 0.4], [-0.9, -0.3, -0.3], [0.3, 0.6, 1.0], [0.4, -1.5, -1.3], [0.1, 0.1, 0.1], [-0.7, -0.3, -0.2], [0.3, 0.3, -0.4], [0.9, -0.6, -0.6], [-0.4, -0.1, -0.4], [0.4, 0.1, 0.8], [0.3, -0.3, -0.1], [-0.3, 0.0, 0.1], [0.7, 0.2, -0.2], [-0.1, 0.3, 0.1], [-0.2, 0.9, 0.5], [0.1, 0.2, 0.1], [-0.1, 0.0, 0.0], [0.4, 0.1, 0.2], [0.0, 0.3, 0.3], [-0.4, -0.2, 0.2], [-0.1, 0.3, 0.0], [-0.5, 0.4, 0.4], [0.0, 0.0, 0.1], [-0.1, -0.1, -0.3], [-0.1, 0.0, 0.0], [0.0, -0.4, 0.8], [-0.1, -0.1, -0.6], [-0.1, 0.1, -0.1], [0.2, 0.6, 0.8], [0.4, -0.6, 0.4], [-0.9, 0.1, -2.1], [0.2, 0.1, 1.2], [-0.3, -0.7, -0.1], [0.3, 1.1, 0.8], [0.0, 0.0, -0.1], [0.1, 0.2, -0.2], [0.0, -0.1, -0.1], [-0.2, 0.1, -0.3], [-0.1, 0.2, 0.1], [0.1, -0.4, -0.2], [0.0, -0.1, 0.0], [-0.1, 0.2, 0.2], [0.4, 0.3, 0.3], [-0.1, -0.1, 0.3], [0.0, 0.1, 0.0], [0.3, -0.1, -0.4], [0.1, -0.1, -0.3], [-0.4, 0.0, -0.3], [0.1, -0.5, -0.1], [0.9, 0.4, -0.1], [-0.4, 0.3, 0.3], [0.1, -0.1, -0.3], [-0.8, -0.1, 0.7], [-0.4, -0.1, -1.4], [0.7, 0.1, 0.9], [-0.5, 0.1, -0.2], [-0.1, 0.2, -0.1], [0.2, -0.5, 0.3], [-0.1, -0.4, 0.0], [-0.3, 0.0, -0.1], [-0.1, -0.1, 0.1], [-0.1, -0.1, 0.0], [0.0, 0.0, 0.0], [0.5, 0.0, -0.4], [0.3, 0.4, 0.2], [0.2, -0.2, 0.4], [0.0, 0.1, -0.2], [0.1, -0.2, -0.2], [0.0, 0.1, 0.0], [-0.1, -0.2, 0.0], [-0.1, 0.1, -0.1], [0.0, 0.0, 0.0], [0.1, 0.2, 0.0], [-0.3, -0.8, -0.1], [0.6, 0.0, -0.1], [-0.7, 0.0, 0.2], [-0.8, -0.6, -0.3], [-0.1, 0.4, -0.2], [-0.3, -0.2, 0.2], [-0.1, -0.2, 1.1], [0.1, 0.2, -0.5], [0.1, 0.1, 0.2], [0.1, 0.0, -0.2], [-0.1, 0.3, 0.2], [-0.1, 0.4, 0.0], [0.3, 0.1, 0.1], [0.3, -0.1, -0.3], [0.6, 0.2, 0.0], [-0.2, -0.1, 0.0], [0.0, -0.1, 0.1], [0.1, -0.1, 0.0], [0.1, 0.4, -0.2], [-0.1, -0.1, -0.2], [0.0, -0.1, -0.2], [-0.1, 0.2, 0.1], [0.3, -0.1, -0.2], [0.1, -0.2, 0.1], [-0.9, -0.6, 0.7], [0.4, 0.1, 0.0], [0.2, 1.1, -0.1], [-1.4, 0.3, -1.7], [0.2, -0.7, 1.1], [0.0, 0.2, 0.0], [0.7, 0.4, 0.1], [-0.1, -0.7, 0.1], [0.6, 1.2, 0.6], [0.3, 0.3, -0.2], [0.0, 0.1, -0.4], [0.3, 0.1, 0.0], [-0.3, -0.3, 0.2], [0.0, -0.4, 0.0], [0.4, -0.2, 0.4], [0.6, -0.4, 0.1], [-0.2, 0.0, 0.1], [0.1, 0.3, 0.0], [0.0, 0.0, -0.1], [-0.1, 0.0, -0.1], [-0.2, -0.2, -0.1], [-0.4, -0.6, -0.3], [0.0, 0.0, -0.3], [-0.1, 0.0, -0.2], [0.1, -0.4, 0.0], [-0.1, 0.2, 1.0], [0.5, -0.2, -0.3], [-0.8, 1.3, -0.1], [-0.1, -1.0, 0.8], [0.4, 0.4, 0.4], [0.2, 0.4, -0.9], [0.3, -0.5, 0.9], [0.0, -0.2, -0.6], [-1.2, 1.5, -0.8], [-0.2, 0.2, -1.3], [-0.1, 0.2, 0.4], [0.0, 0.5, -0.3], [-0.1, -0.1, -0.3], [0.1, 0.0, 0.2], [0.0, -0.1, 0.0], [0.2, -0.5, 0.1], [0.0, -0.1, 0.0], [0.3, -0.1, -0.3], [-0.2, -0.1, -0.2], [0.0, 0.1, 0.1], [0.1, 0.0, 0.2], [-0.1, 0.1, 0.2], [0.4, -0.8, 0.2], [0.1, -0.1, -0.3], [0.3, -0.4, 0.6], [-0.2, -0.2, 0.1], [0.2, 0.3, 0.1], [0.1, -0.5, 0.5], [-0.3, 0.0, -0.1], [0.0, -0.9, -0.3], [-0.4, 0.3, 0.1], [0.0, 0.8, -1.0], [0.2, -0.8, -0.2], [-0.1, 1.1, -0.7], [0.3, -0.8, -0.4], [-1.1, 0.6, 0.8], [0.1, 0.1, -0.4], [0.0, -0.9, 0.3], [0.1, -0.1, 0.1], [0.6, -0.1, 0.4], [0.2, 0.3, 0.0], [-0.1, 0.1, 0.0], [0.1, 0.1, 0.1], [0.1, -0.2, 0.3], [-0.2, 0.1, 0.6], [0.1, 0.1, 0.2], [0.0, 0.0, 0.1], [0.0, -0.5, 0.0], [0.2, -0.1, 0.5], [-0.1, 0.2, 0.0], [0.0, 0.4, -0.1], [0.2, 0.1, -0.1], [0.2, 0.1, -0.2], [-0.1, 0.0, 0.0], [-0.1, 0.1, -0.1], [-0.1, -0.1, -0.3], [0.0, 0.1, 0.1], [0.1, 0.0, 0.0], [0.1, 0.0, 0.0]],
  "lowdin_charge": [-0.057, -0.432, -0.212, -0.187, -0.126, 0.035, 0.065, 0.078, 0.062, 0.133, 0.126, 0.126, 0.087, 0.083, 0.089, 0.073, 0.069, -0.067, -0.405, -0.243, -0.172, -0.095, 0.036, 0.082, 0.074, 0.046, 0.141, 0.125, 0.108, 0.084, 0.089, 0.080, 0.060, 0.063, -0.050, -0.417, -0.217, -0.183, -0.101, 0.064, 0.072, 0.075, 0.077, 0.119, 0.112, 0.132, 0.091, 0.090, 0.066, 0.040, 0.026, -0.063, -0.439, -0.205, -0.192, -0.120, 0.032, 0.075, 0.051, 0.088, 0.127, 0.126, 0.131, 0.071, 0.095, 0.077, 0.069, 0.072, -0.030, -0.398, -0.214, -0.176, -0.105, 0.071, 0.087, 0.051, 0.082, 0.124, 0.115, 0.117, 0.069, 0.094, 0.073, 0.033, 0.050, -0.117, -0.159, -0.256, -0.208, -0.043, -0.221, -0.242, -0.178, -0.128, 0.076, 0.077, 0.087, 0.108, 0.117, 0.097, 0.127, 0.113, 0.112, 0.123, 0.122, 0.123, 0.086, 0.089, 0.085, -0.117, -0.193, -0.226, -0.216, -0.072, -0.214, -0.235, -0.185, -0.138, 0.063, 0.086, 0.087, 0.123, 0.122, 0.118, 0.123, 0.105, 0.122, 0.125, 0.128, 0.124, 0.086, 0.087, 0.087, -0.092, -0.214, -0.210, -0.199, -0.029, -0.183, -0.206, -0.211, -0.120, 0.094, 0.071, 0.091, 0.112, 0.130, 0.108, 0.114, 0.079, 0.110, 0.107, 0.122, 0.127, 0.092, 0.069, 0.092, -0.119, -0.185, -0.244, -0.203, -0.039, -0.225, -0.232, -0.239, -0.098, 0.083, 0.090, 0.083, 0.128, 0.123, 0.109, 0.094, 0.080, 0.110, 0.123, 0.106, 0.130, 0.094, 0.087, 0.087, -0.114, -0.210, -0.226, -0.178, -0.066, -0.186, -0.218, -0.171, -0.142, 0.078, 0.089, 0.090, 0.124, 0.120, 0.109, 0.111, 0.118, 0.118, 0.124, 0.109, 0.127, 0.066, 0.087, 0.092, -0.014, -0.501, -0.146, -0.164, -0.123, -0.496, -0.053, -0.044, -0.016, -0.022, -0.028, 0.074, 0.081, 0.065, 0.101, 0.109, 0.088, 0.094, 0.126, 0.120, 0.072, 0.073, 0.074, 0.056, 0.063, 0.077, 0.063, 0.063, 0.093, 0.038, -0.014, -0.519, -0.133, -0.174, -0.140, -0.526, -0.099, -0.016, -0.046, -0.027, -0.036, 0.068, 0.081, 0.086, 0.117, 0.101, 0.072, 0.112, 0.126, 0.116, 0.085, 0.087, 0.081, 0.081, 0.086, 0.067, 0.088, 0.081, 0.080, 0.108],
  "total_energy_ha": -4627.4115,
  "homo_ev": -8.2,
  "orbital_gap_ev": 8.6,
  "de_lowest_ev": 0.000,
  "smiles": "CC1(C)CCCC(C)(C)N1O.CC1(C)CCCC(C)(C)N1O.COC[C@H](C)N.COC[C@H](C)N.COC[C@H](C)N.COC[C@H](C)N.COC[C@H](C)N.COCCNCCOC.COCCNCCOC.COCCNCCOC.COCCNCCOC.COCCNCCOC"
}